1.
# C4H3O2S

A molecular structure, C4H3O2S at a distorted geometry (ωB97M-V/def2-TZVPD, OMol25).

XYZ file:
```
10
Properties=species:S:1:pos:R:3
C -1.84994 0.04272 -0.14666
C -0.60985 0.39945 0.10391
C 0.61959 -0.69157 -0.17103
C 1.79329 -0.02873 0.45488
O 0.49469 -1.72076 -0.79533
O 2.63776 -0.34916 1.27229
S 1.84918 1.38161 -0.51330
H -2.87428 0.63038 -0.18731
H -1.83006 -0.85004 -0.70488
H -0.23039 1.18613 0.68744
```

Summary:
HOMO-LUMO gap	7.61	eV
HOMO	-3.821	eV
net charge	-1
F_max	3.3	eV/Å
ΔE to the lowest compared entry with this formula, charge and spin	0.720	eV
E_LUMO	3.8	eV
energy	-702.884158	hartree

***

2.
# C16H38N3O6P

3 unconnected molecules or ions with the total composition C16H38N3O6P (ωB97M-V/def2-TZVPD, OMol25).

XYZ file:
```
64
Properties=species:S:1:pos:R:3
O 3.25879 0.60247 4.72395
P 2.94811 -0.43117 3.71114
C 1.22058 -0.54443 3.15752
C 0.31530 0.56202 3.79817
N -0.99728 -0.06499 4.07852
C -0.64212 -1.42640 4.39514
O -1.08765 -2.05890 5.30691
C 0.48438 -1.86578 3.47313
H 3.25914 -1.75489 4.08843
H 3.67215 -0.32634 2.50625
H 1.23897 -0.37887 2.07673
H 0.74167 0.91158 4.73646
H 0.20879 1.36982 3.08427
H -1.53731 -0.07234 3.21446
H 0.02046 -2.21520 2.54904
H 1.09172 -2.65391 3.91290
C 3.38217 2.18690 -3.25295
O 3.19796 3.47064 -2.69876
C 2.02161 4.14686 -3.12238
C 1.03428 4.28941 -1.98571
N 0.51601 2.99460 -1.58344
C -0.31988 2.99161 -0.39385
C 0.26689 3.48437 0.92486
O 1.24426 2.61858 1.47148
C 2.55128 2.73719 0.94471
H 4.39159 1.86948 -2.99750
H 2.67156 1.44996 -2.85948
H 3.28336 2.20421 -4.34330
H 1.56055 3.61056 -3.95831
H 2.31221 5.14182 -3.46897
H 0.20241 4.91517 -2.32690
H 1.53489 4.83265 -1.17155
H 1.28389 2.34734 -1.46282
H -0.64114 1.95931 -0.22834
H -1.21950 3.58184 -0.60343
H -0.54811 3.50199 1.65306
H 0.66452 4.50430 0.85783
H 2.78732 3.77520 0.69164
H 2.70223 2.12056 0.05329
H 3.24104 2.40218 1.71985
C -3.13978 -5.22725 0.02773
O -2.44428 -4.97625 -1.17431
C -3.23668 -4.44515 -2.22883
C -2.83550 -3.02190 -2.54605
N -3.15846 -2.13392 -1.44449
C -2.66195 -0.77167 -1.56346
C -1.15923 -0.55117 -1.69119
O -0.41393 -0.84915 -0.51836
C -0.09672 -2.21480 -0.33610
H -2.47195 -5.79591 0.67226
H -3.43220 -4.30717 0.54758
H -4.04485 -5.81688 -0.14951
H -4.29719 -4.48962 -1.96136
H -3.07744 -5.06564 -3.11445
H -3.38386 -2.69694 -3.43687
H -1.76792 -3.02753 -2.80879
H -2.83966 -2.54360 -0.57693
H -3.00620 -0.21638 -0.68691
H -3.13652 -0.30708 -2.43512
H -0.99853 0.51228 -1.88429
H -0.73375 -1.09980 -2.54048
H 0.10888 -2.72235 -1.28304
H -0.89085 -2.76484 0.17865
H 0.80147 -2.25669 0.28224
```

Summary:
HOMO-LUMO gap	9.37	eV
HOMO	-8.917	eV
F_max	0.5	eV/Å
ΔE to the lowest compared entry with this formula, charge and spin	0.000	eV
E_LUMO	0.4	eV
energy	-1589.390050	hartree
structure (SMILES)	O=[PH2][C@@H]1CNC(=O)C1.COCCNCCOC.COCCNCCOC

***

3.
# C17H9NO4PdS4Sb

A molecular structure, C17H9NO4PdS4Sb at a distorted geometry (ωB97M-V/def2-TZVPD, OMol25).

XYZ file:
```
37
Properties=species:S:1:pos:R:3
Pd -0.23849 0.07336 -0.03460
S 1.79147 -3.75329 -0.57487
Sb 1.29096 -1.86878 -1.88934
S -0.99905 -1.40317 -1.81326
S 2.04793 0.00903 -0.67447
S 2.13337 -2.21241 -3.93108
O -1.61970 3.93574 -0.65858
C -1.22843 2.92148 -0.11332
O -0.81069 1.86396 -0.79696
C -1.23083 2.82002 1.38215
C -2.25626 3.44155 2.07771
C -2.36463 3.33361 3.47391
C -1.40568 2.58676 4.10859
O -1.29364 2.31933 5.45121
C -0.13600 1.47008 5.59706
O 0.44326 1.32222 4.29270
C -0.38212 1.99220 3.42531
C -0.25446 2.09255 2.07047
H -2.98173 4.01156 1.51077
H -3.16487 3.81432 4.02782
H -0.44084 0.50112 5.97006
H 0.57694 1.94169 6.26033
H 0.57413 1.64834 1.57111
N -5.11987 -1.46054 8.55045
C -4.52042 -1.34818 7.57195
C -3.75985 -1.21359 6.32913
C -3.67821 0.01832 5.68141
C -2.95820 0.13556 4.50232
C -2.30549 -0.97505 3.94882
C -2.39146 -2.19983 4.61351
C -3.11304 -2.31960 5.79070
C -1.55306 -0.83647 2.72473
C -0.93362 -0.69088 1.69711
H -4.17963 0.88112 6.10683
H -2.88603 1.08923 3.99229
H -1.88123 -3.05877 4.19540
H -3.17760 -3.27353 6.29911
```

Summary:
<S²>	6.02
HOMO-LUMO gap (spin up / spin down)	8.08 / 5.73	eV
HOMO (spin up / spin down)	-6.055 / -6.132	eV
net charge	-1
F_max	1.1	eV/Å
ΔE to the lowest compared entry with this formula, charge and spin	0.352	eV
E_LUMO (spin up / spin down)	2.0 / -0.4	eV
energy	-2969.776419	hartree
2S+1	5

***

4.
# C53H71AsAuNO4P2S2Si

A molecular structure, C53H71AsAuNO4P2S2Si (ωB97M-V/def2-TZVPD, OMol25).

XYZ file:
```
136
Properties=species:S:1:pos:R:3
Au -0.06774 -0.21785 0.24759
C 3.24164 -2.13375 0.96335
C 3.70975 -0.86398 0.28428
C 4.00202 -1.13157 -1.18450
C 4.92473 -0.28117 0.98950
O 2.58107 0.04113 0.40639
Si 2.52515 1.66666 0.07389
S 0.44138 2.07062 0.08446
O 3.35850 2.55266 1.13706
C 3.21460 3.07312 2.46838
C 4.62552 3.33747 2.96652
C 2.51101 2.04943 3.34784
C 2.41079 4.36012 2.37723
O 3.16612 1.89578 -1.39676
C 3.75799 3.02625 -2.06860
C 3.93944 2.58738 -3.51180
C 5.10155 3.35615 -1.43663
C 2.79649 4.20301 -1.97065
H 4.00520 -2.91080 0.89263
H 2.32516 -2.47888 0.48375
H 3.02958 -1.94773 2.01894
H 4.75286 -1.91851 -1.26920
H 4.37142 -0.24099 -1.68912
H 3.09295 -1.45631 -1.69513
H 5.76527 -0.97256 0.91120
H 4.71076 -0.11151 2.04573
H 5.22550 0.66748 0.54408
H 5.19745 2.40932 2.99734
H 4.60154 3.76446 3.96991
H 5.13822 4.03688 2.30574
H 3.07228 1.11160 3.35138
H 1.50071 1.84114 2.99000
H 2.45710 2.42423 4.37200
H 2.92779 5.08485 1.74702
H 2.27862 4.79921 3.36776
H 1.42636 4.15951 1.95146
H 4.63353 1.74825 -3.57027
H 4.33809 3.40537 -4.11272
H 2.98264 2.27853 -3.93439
H 5.77121 2.49630 -1.49852
H 4.98568 3.63267 -0.38968
H 5.56516 4.18749 -1.96928
H 1.81293 3.91873 -2.34761
H 3.16438 5.04859 -2.55293
H 2.68988 4.52695 -0.93201
C -3.86964 -0.46030 0.53364
C -4.22180 0.48423 1.67429
As -5.92537 -0.05660 2.45297
C -5.81836 -1.84487 3.09500
C -5.49579 -2.04742 4.43619
C -5.34601 -3.34100 4.91122
C -5.51226 -4.41731 4.04920
C -5.83208 -4.20883 2.71276
C -5.99841 -2.92130 2.22548
C -7.23693 0.07915 1.13050
C -7.07122 1.01561 0.09584
C -8.04205 1.11610 -0.88008
C -9.18519 0.32256 -0.80609
C -9.36963 -0.57307 0.24300
C -8.40648 -0.68888 1.22715
P -2.39886 0.13204 -0.43870
C -2.49323 -0.85799 -1.95288
C -1.62111 -0.49881 -2.98739
C -1.51037 -1.29455 -4.11465
C -2.25369 -2.46707 -4.21780
C -3.11155 -2.83344 -3.19368
C -3.23111 -2.03261 -2.06197
C -2.89818 1.81315 -0.90081
C -3.54634 2.10216 -2.10070
C -3.95150 3.40093 -2.37885
C -3.72183 4.41513 -1.46027
C -3.08015 4.13473 -0.26092
C -2.66306 2.84253 0.01488
H -4.68388 -0.54156 -0.19164
H -3.65449 -1.46133 0.91811
H -4.36422 1.51320 1.35098
H -3.47634 0.48448 2.47083
H -5.37800 -1.20999 5.11342
H -5.11319 -3.50736 5.95413
H -5.40635 -5.42667 4.42340
H -5.97053 -5.05132 2.04857
H -6.25971 -2.76395 1.18663
H -6.18940 1.64309 0.04177
H -7.91879 1.81814 -1.69311
H -9.94793 0.41522 -1.56757
H -10.27052 -1.16822 0.29719
H -8.55647 -1.36717 2.05748
H -1.01829 0.39931 -2.89866
H -0.83938 -1.00412 -4.91202
H -2.16020 -3.09192 -5.09573
H -3.68862 -3.74539 -3.27012
H -3.89747 -2.34898 -1.26939
H -3.73828 1.31994 -2.82364
H -4.43986 3.62095 -3.31864
H -4.02916 5.42778 -1.68444
H -2.88027 4.92752 0.44728
H -2.11145 2.64178 0.92628
C 1.04721 -2.01393 4.09606
P -0.36297 -0.92120 3.99155
C -0.47425 -0.08663 5.57369
C -1.82515 -1.97209 3.89109
O -0.28475 0.03359 2.83907
H 0.97902 -2.68629 4.95135
H 1.94835 -1.40518 4.18267
H 1.10696 -2.60002 3.17756
H -0.65187 -0.79154 6.38684
H -1.28894 0.63692 5.53403
H 0.45605 0.44955 5.76186
H -1.80794 -2.78962 4.61319
H -1.86574 -2.38383 2.88167
H -2.71458 -1.36381 4.06368
N -0.03986 -2.33498 -0.47225
S -0.99171 -3.63195 -0.23683
C -0.23450 -4.56985 1.06543
C -1.05889 -5.01385 2.08652
C -0.52191 -5.81639 3.08665
C 0.82048 -6.15827 3.04875
C 1.63503 -5.71422 2.00921
C 1.10758 -4.92486 1.00342
C -0.68178 -4.70360 -1.62740
C 0.34762 -4.44265 -2.51447
C 0.52989 -5.30653 -3.58817
C -0.30662 -6.40028 -3.75457
C -1.33764 -6.64354 -2.85282
C -1.53563 -5.78742 -1.78282
H -0.21659 -2.07453 -1.44385
H -2.11135 -4.75690 2.08855
H -1.15416 -6.18224 3.88482
H 1.23695 -6.78702 3.82442
H 2.67690 -6.00242 1.97502
H 1.71888 -4.59759 0.17572
H 1.00603 -3.59636 -2.36543
H 1.33165 -5.12375 -4.29052
H -0.15727 -7.06875 -4.59148
H -1.98630 -7.49840 -2.98530
H -2.33972 -5.96410 -1.07807
```

Summary:
<S²>	2.02
HOMO-LUMO gap (spin up / spin down)	7.02 / 3.91	eV
HOMO (spin up / spin down)	-11.470 / -11.970	eV
net charge	+2
F_max	0.5	eV/Å
ΔE to the lowest compared entry with this formula, charge and spin	0.088	eV
E_LUMO (spin up / spin down)	-4.5 / -8.1	eV
energy	-6557.624387	hartree
2S+1	3

***

5.
# C3H2O2Pb

A molecular structure, C3H2O2Pb at a distorted geometry (ωB97M-V/def2-TZVPD, OMol25).

XYZ file:
```
8
Properties=species:S:1:pos:R:3
H 0.13520 -1.89471 0.00896
C 0.25375 -0.81973 0.03706
C 1.07980 0.18484 0.09078
Pb 3.28817 0.37782 0.28469
O -1.32034 -0.10278 -0.19194
H -2.15706 -0.57079 0.01721
O -0.05029 1.58042 -0.07714
C -1.22922 1.24493 -0.16962
```

Summary:
HOMO-LUMO gap (spin up / spin down)	8.08 / 8.09	eV
HOMO (spin up / spin down)	-19.320 / -19.321	eV
net charge	+2
F_max	3.2	eV/Å
ΔE to the lowest compared entry with this formula, charge and spin	3.232	eV
E_LUMO (spin up / spin down)	-11.2 / -11.2	eV
energy	-457.930986	hartree

***

6.
# C10H11N5O6

C10H11N5O6 in the gas phase at a distorted geometry (ωB97M-V/def2-TZVPD, OMol25).

XYZ file:
```
32
Properties=species:S:1:pos:R:3
O 3.71830 3.09483 -2.20085
N 2.47102 3.17323 -2.18090
O 1.86074 4.22621 -2.46311
C 1.66274 2.01748 -1.75229
C 0.25467 2.20215 -1.61893
C -0.55478 1.12825 -1.19150
N -1.98576 1.33041 -1.33995
O -2.42806 2.39652 -1.78762
O -2.76318 0.40584 -0.91842
C -0.05133 -0.19096 -0.77987
N -0.81910 -0.77963 0.56938
C -0.77807 -2.27722 0.68548
C -1.03104 -2.77228 2.10632
O -0.39236 -1.91721 3.07946
C -0.89146 -0.56336 3.04666
C -0.57602 0.10904 1.71127
C 1.39113 -0.34207 -0.98568
N 2.03348 -1.52141 -1.05310
O 3.28712 -1.16825 -1.71164
N 3.40559 0.18378 -1.95109
C 2.25846 0.74419 -1.40998
H -0.19117 3.16271 -1.91495
H -0.63958 -1.10130 -1.24193
H -1.87457 -0.59319 0.30543
H 0.15300 -2.68528 0.26315
H -1.59069 -2.61865 0.02700
H -2.14587 -2.79309 2.22477
H -0.56625 -3.77223 2.24475
H -0.35919 -0.04052 3.86901
H -2.00924 -0.52474 3.14576
H 0.42910 0.54844 1.68286
H -1.27761 0.93830 1.54052
```

Summary:
HOMO-LUMO gap	7.35	eV
HOMO	-8.375	eV
F_max	5.2	eV/Å
E_LUMO	-1.0	eV
energy	-1112.495617	hartree
structure (SMILES)	O=[N+]([O-])C1=CC(=[N+]([O-])[O-])[C@H]([NH+]2CCOCC2)c2nonc21